Record 1
The following is a DFT calculation (ωB97M-V/def2-TZVPD) of a 12-piece molecular cluster, C4H34N2O11 overall in a non-equilibrium geometry.

```
51
Properties=species:S:1:pos:R:3
C -0.693 -1.402 -1.422
C -0.119 -2.817 -1.151
C 0.237 -3.136 0.248
C -0.519 -3.565 1.281
N 1.481 -2.346 0.691
N 0.490 -0.532 -1.802
H -1.412 -1.293 -2.147
H -1.167 -1.041 -0.476
H -0.986 -3.452 -1.454
H 0.805 -3.061 -1.846
H -0.037 -3.666 2.260
H -1.626 -3.648 1.341
H 1.938 -2.087 -0.085
H 2.074 -3.001 1.156
H 1.339 -1.545 1.412
H 1.175 -1.030 -2.546
H 0.289 0.411 -2.292
H 1.031 -0.322 -0.875
H -2.464 1.530 1.591
H -3.449 1.967 2.847
O -3.209 1.630 1.957
H 0.882 -0.097 3.288
H -0.072 1.076 3.275
O 0.283 0.389 2.754
H 0.260 4.949 -0.398
H -1.333 5.051 -0.455
O -0.549 4.489 -0.514
H -1.971 0.209 1.360
H -2.931 -0.912 2.049
O -2.128 -0.692 1.449
H 1.414 1.816 -0.019
H 1.013 1.057 1.392
O 1.637 1.013 0.547
H 0.775 0.971 -4.987
H -0.193 0.866 -3.988
O 0.554 0.365 -4.290
H 0.727 2.469 -2.450
H -0.290 3.033 -1.343
O 0.298 2.253 -1.636
H -2.151 1.302 -4.669
H -3.318 0.871 -3.644
O -2.393 0.580 -3.929
H -0.576 3.924 2.132
H -0.525 3.750 3.544
O -0.527 3.179 2.768
H 3.283 -0.405 0.037
H 3.107 -0.217 -1.504
O 3.026 -0.907 -0.782
H 2.017 -3.026 3.912
H 2.463 -1.526 3.848
O 2.094 -2.205 3.398
```

Output
Energy above the lowest of the compared OMol25 structures with the same formula, charge and spin, kcal/mol: 158.1
Orbital gap, eV: 10.8
E, eV: -30184.7654
Total charge: +2
E_HOMO, hartree: -0.593

=====

Record 2
The following is a DFT calculation (ωB97M-V/def2-TZVPD) of a 13-piece molecular cluster, C4H34N2O13 overall in a non-equilibrium geometry.

```
53
Properties=species:S:1:pos:R:3
O -1.348 -3.615 -0.844
C -0.616 -2.676 -0.555
N -1.137 -1.424 -0.628
C -0.443 -0.205 -0.282
C -1.025 0.970 -1.062
C -2.472 1.272 -0.630
N -2.479 1.822 0.740
H 0.418 -2.662 -0.200
H -2.120 -1.470 -0.855
H -0.621 0.034 0.772
H 0.602 -0.372 -0.512
H -1.077 0.811 -2.141
H -0.478 1.902 -0.890
H -3.096 0.398 -0.838
H -2.886 2.058 -1.265
H -3.301 2.400 0.844
H -2.540 1.082 1.432
H -1.673 -1.292 2.388
H -1.510 -0.937 3.878
O -1.008 -1.055 3.067
H 2.060 -1.617 3.682
H 0.893 -0.913 2.943
O 1.808 -0.787 3.261
H 3.208 1.653 -1.104
H 1.824 1.138 -0.676
O 2.692 0.861 -0.961
H -0.652 3.120 1.416
H -0.159 3.802 2.684
O 0.112 3.641 1.771
H 2.454 0.073 -2.738
H 2.033 -1.353 -2.348
O 1.899 -0.670 -3.032
H 1.372 2.241 1.724
H 2.393 1.214 2.228
O 2.120 1.679 1.426
H -3.007 -0.869 -3.010
H -2.765 -2.267 -2.625
O -3.473 -1.614 -2.604
H 3.095 -0.892 1.978
H 3.670 -0.101 0.863
O 3.746 -0.979 1.261
H 2.738 3.711 0.187
H 1.385 4.349 0.570
O 2.080 4.353 -0.106
H -0.392 -1.871 -4.007
H -0.216 -0.782 -3.102
O -0.925 -1.138 -3.671
H 3.305 -2.754 -1.125
H 2.888 -1.586 -0.197
O 2.555 -2.214 -0.873
H -3.022 -2.774 0.849
H -3.905 -1.777 1.616
O -3.004 -1.917 1.298
```

Output
Energy above the lowest of the compared OMol25 structures with the same formula, charge and spin, kcal/mol: 38.7
Orbital gap, eV: 9.2
E, eV: -34299.3059
Total charge: 0
E_HOMO, hartree: -0.342

=====

Record 3
The following is a DFT calculation (ωB97M-V/def2-TZVPD) of a 13-piece molecular cluster, C4H34NO13 overall in a non-equilibrium geometry.

```
52
Properties=species:S:1:pos:R:3
C -2.943 -1.704 1.622
C -1.914 -0.637 1.842
C -0.899 -0.754 2.992
N -1.206 -0.223 0.571
C -0.309 -1.317 -0.098
O 0.964 -0.758 -0.310
H -3.215 -1.867 0.546
H -2.560 -2.734 2.073
H -3.864 -1.631 2.275
H -2.528 0.427 1.910
H -0.284 -1.743 2.859
H -0.090 0.054 2.980
H -1.431 -0.625 4.066
H -0.624 0.568 0.650
H -0.236 -2.216 0.619
H -0.733 -1.454 -1.132
H 3.280 1.219 -0.842
H 4.052 1.059 0.471
O 4.175 0.885 -0.466
H 3.484 -1.312 0.748
H 2.018 -0.586 0.896
O 2.942 -0.468 1.218
H 1.392 1.588 -1.791
H 1.200 0.588 -0.457
O 1.490 1.568 -0.806
H 0.635 -4.050 -0.169
H 1.726 -3.153 0.461
O 1.249 -4.052 0.578
H 3.471 -1.044 -1.330
H 2.009 -1.628 -1.456
O 2.998 -1.795 -1.751
H -4.088 -0.540 -2.285
H -3.916 -0.292 -0.759
O -4.543 -0.256 -1.499
H 0.829 -2.517 -2.390
H 1.758 -1.982 -3.529
O 0.954 -2.357 -3.379
H 0.812 3.131 -1.030
H 1.511 3.794 0.258
O 0.854 4.023 -0.430
H -1.406 3.745 -1.403
H -0.782 3.345 -2.578
O -1.569 3.217 -2.116
H -2.130 0.562 -2.179
H -1.767 -0.438 -3.288
O -2.174 -0.436 -2.412
H -2.538 3.475 1.647
H -1.317 3.012 0.859
O -1.533 3.613 1.562
H 3.058 1.502 2.150
H 1.617 1.371 1.656
O 2.121 1.823 2.375
```

Output
Energy above the lowest of the compared OMol25 structures with the same formula, charge and spin, kcal/mol: 124.4
Orbital gap, eV: 8.3
E, eV: -32806.3637
Total charge: -1
E_HOMO, hartree: -0.213

=====

Record 4
The following is a DFT calculation (ωB97M-V/def2-TZVPD) of a 14-piece molecular cluster, C4H34NO16 overall in a non-equilibrium geometry.

```
55
Properties=species:S:1:pos:R:3
C 0.235 1.944 1.635
C 1.252 1.629 2.735
C 2.321 0.629 2.260
O 1.906 2.877 3.008
N -0.606 0.815 1.281
C -0.248 -0.004 0.218
O -1.042 -0.959 -0.014
O 0.805 0.283 -0.434
H -0.421 2.687 2.110
H 0.648 2.482 0.794
H 0.841 1.223 3.660
H 2.696 0.952 1.284
H 1.905 -0.355 2.053
H 3.120 0.647 3.002
H 2.827 2.780 2.823
H -1.558 0.731 1.580
H 0.611 -0.075 -3.886
H 0.278 1.397 -3.664
O 0.686 0.794 -4.294
H -2.456 -1.685 0.942
H -3.711 -1.719 1.900
O -2.973 -2.212 1.578
H -1.823 -1.236 -3.119
H -0.864 -1.108 -1.811
O -1.041 -0.865 -2.713
H -0.104 -4.852 -0.687
H -0.591 -3.425 -0.776
O -0.310 -4.159 -1.318
H 2.328 -2.811 0.591
H 3.210 -2.318 1.702
O 2.741 -3.116 1.438
H -1.764 0.833 -2.548
H -1.745 2.280 -3.019
O -2.348 1.547 -2.854
H -0.979 3.816 -1.615
H -2.485 3.600 -1.644
O -1.826 4.300 -1.584
H -0.513 -1.831 3.764
H -1.637 -1.196 3.090
O -1.078 -1.057 3.866
H 0.653 -3.533 1.745
H -0.082 -2.440 0.913
O -0.182 -3.311 1.333
H 1.378 -1.282 -0.911
H 0.989 -2.749 -1.203
O 1.725 -2.194 -0.910
H 2.609 1.036 -3.147
H 2.286 0.432 -1.762
O 2.900 1.010 -2.231
H -3.942 0.220 0.150
H -2.807 1.152 0.006
O -3.715 1.133 0.340
H 1.049 2.840 -2.412
H 0.573 1.885 -1.313
O 0.278 2.536 -1.928
```

Output
Energy above the lowest of the compared OMol25 structures with the same formula, charge and spin, kcal/mol: 48.5
Orbital gap, eV: 9.8
E, eV: -38955.5113
Total charge: -1
E_HOMO, hartree: -0.264

=====

Record 5
The following is a DFT calculation (ωB97M-V/def2-TZVPD) of a 13-piece molecular cluster, C4H35N2O12 overall in a non-equilibrium geometry.

```
53
Properties=species:S:1:pos:R:3
C -0.065 0.063 0.090
C -0.757 1.375 0.491
C -0.973 2.307 -0.688
C 0.415 3.755 -1.844
N 0.303 2.601 -1.330
N 1.352 0.275 -0.138
H -0.566 -0.378 -0.820
H -0.273 -0.592 0.927
H -1.750 1.077 0.865
H -0.284 1.912 1.322
H -1.538 1.754 -1.459
H -1.570 3.129 -0.241
H -0.164 4.658 -1.933
H 1.348 3.796 -2.440
H 1.910 0.309 0.712
H 1.820 -0.414 -0.726
H 1.488 1.234 -0.584
H 0.721 4.474 1.687
H 0.528 3.671 3.025
O 0.747 3.602 2.092
H 3.284 -2.640 1.095
H 4.038 -1.316 1.647
O 3.936 -1.936 0.918
H 3.763 2.784 -0.244
H 2.666 2.780 0.808
O 3.019 2.257 0.073
H -1.215 -2.922 1.440
H -2.240 -4.092 1.348
O -2.101 -3.200 1.679
H 2.390 -4.339 -0.165
H 2.345 -4.696 1.326
O 2.102 -4.002 0.699
H 4.467 -1.395 -2.237
H 4.033 -1.447 -0.720
O 3.707 -1.387 -1.647
H -2.636 1.109 3.233
H -2.242 1.979 4.383
O -2.984 1.820 3.790
H -4.092 1.063 -2.238
H -2.893 0.727 -1.340
O -3.327 1.448 -1.798
H -4.248 -1.056 3.069
H -3.122 -1.840 2.205
O -3.545 -0.994 2.422
H -4.369 -2.054 -1.965
H -2.942 -1.479 -1.945
O -3.867 -1.260 -1.742
H -0.591 -2.444 -2.778
H -0.132 -0.946 -2.542
O -0.725 -1.644 -2.260
H 2.220 -2.157 -2.241
H 1.132 -2.558 -1.205
O 1.478 -2.774 -2.074
```

Output
Energy above the lowest of the compared OMol25 structures with the same formula, charge and spin, kcal/mol: 76.5
Orbital gap, eV: 10.3
E, eV: -32259.7722
Total charge: +1
E_HOMO, hartree: -0.477